Here is a 2-piece molecular cluster, C4H12 overall at a distorted geometry from the Open Molecules 2025 dataset. Energies are from ωB97M-V/def2-TZVPD.

Its total energy is -159.56382 a.u. Its LUMO energy is 0.038 hartree. As for the multiplicity: 1. As for the structure (SMILES): CC.CC.

Atoms and positions in Å:
C 1.90 -1.94 0.50
C 0.72 -2.45 1.33
H 1.53 -1.74 -0.51
H 2.33 -1.07 0.95
H 2.60 -2.73 0.30
H 0.94 -2.41 2.42
H 0.34 -3.44 1.18
H -0.05 -1.75 1.25
C -0.92 2.83 -0.83
C -1.71 1.53 -1.01
H -1.54 3.55 -0.30
H 0.05 2.73 -0.36
H -0.63 3.32 -1.79
H -2.19 1.56 -1.97
H -0.90 0.79 -0.94
H -2.46 1.22 -0.24

***

Here is C5H9Cl3N2O6TeV as an isolated structure at a distorted geometry from the Open Molecules 2025 dataset. Energies are from ωB97M-V/def2-TZVPD.

Its charge is -2. Its total energy is -3349.18097 a.u. Its LUMO energy (spin up / spin down) is 0.172 / 0.170 hartree. As for the multiplicity: 2.

Atoms and positions in Å:
V 1.26 0.64 -0.39
C -2.95 0.01 -0.22
C -1.48 -0.02 -0.48
N -0.64 0.79 0.13
O -1.21 1.71 1.01
C -0.89 -0.88 -1.43
C -1.57 -1.93 -2.23
N 0.43 -0.71 -1.58
O 1.05 -1.45 -2.41
H -3.17 0.68 0.61
H -3.31 -0.99 0.02
H -3.48 0.36 -1.10
H -0.66 1.62 1.81
H -2.65 -1.93 -2.03
H -1.17 -2.92 -2.00
H -1.40 -1.78 -3.30
Cl 3.60 0.99 -1.08
C 2.14 -1.06 0.46
Cl 0.88 -2.20 1.30
H 2.82 -0.78 1.26
H 2.64 -1.68 -0.27
Te 1.11 2.31 -2.39
O 1.79 3.16 3.45
Cl 1.73 1.84 2.88
O 2.74 0.99 3.45
O 0.41 1.26 3.11
O 1.94 1.97 1.41

***

Here is one molecule with the formula C5H9N2P at a distorted geometry from the Open Molecules 2025 dataset. Energies are from ωB97M-V/def2-TZVPD.

Its total energy is -646.63035 a.u. Its LUMO energy (spin up / spin down) is 0.037 / -0.072 hartree. As for the multiplicity: 3.

Atoms and positions in Å:
C -1.54 0.07 0.42
C -0.29 -0.54 0.43
C -1.84 1.38 -0.37
C 2.20 -0.80 0.11
C 0.87 -0.09 -0.23
N -2.54 -0.56 1.02
N -2.19 -1.72 1.56
P -0.55 -2.18 1.33
H -1.00 1.95 -0.12
H -2.82 1.70 -0.29
H -1.76 0.97 -1.39
H 2.20 -1.90 -0.18
H 2.46 -0.80 1.19
H 3.05 -0.20 -0.47
H 0.77 -0.24 -1.26
H 1.11 0.93 -0.21
H -2.95 -2.25 1.81

***

Here is a 3-piece molecular cluster, C34H49BN2O14 overall at a distorted geometry from the Open Molecules 2025 dataset. Energies are from ωB97M-V/def2-TZVPD.

Its total energy is -2511.82778 a.u. Its LUMO energy is -0.071 hartree. As for the multiplicity: 1. As for the structure (SMILES): CCOCCOc1ccc(CC(=O)O)c2c1C(=O)c1c(cc(O)c(B(O)N(C)C)c1CCCCN)C2=O.CCOC(=O)OC.CCOC(=O)OC.

Atoms and positions in Å:
C 0.22 -2.55 2.43
C 1.24 -2.22 1.16
O 1.75 -3.41 0.47
C 0.89 -3.76 -0.70
C 1.77 -4.54 -1.85
O 1.68 -3.91 -3.20
C 2.21 -2.55 -3.07
C 3.78 -2.15 -2.75
C 4.34 -0.61 -2.60
C 3.27 0.65 -2.74
C 3.83 2.19 -2.60
C 3.96 2.74 -1.06
O 5.14 2.97 -0.45
O 2.68 3.05 -0.33
C 1.70 0.26 -3.03
C 1.15 -1.30 -3.22
C -0.48 -1.53 -3.54
O -0.93 -2.40 -4.47
C -1.49 -0.57 -2.63
C -0.94 1.00 -2.43
C -1.75 2.10 -1.53
C -3.17 1.57 -0.83
O -3.90 2.53 0.03
C -3.74 0.01 -1.06
B -5.16 -0.33 -0.26
O -5.13 -1.34 0.85
N -6.43 0.39 -0.70
C -7.18 0.92 0.50
C -7.23 -0.64 -1.47
C -2.92 -1.12 -1.98
C -3.47 -2.64 -2.21
C -2.45 -3.84 -1.76
C -3.21 -5.28 -2.12
C -2.16 -6.49 -2.47
N -1.20 -6.19 -3.61
C 0.51 1.44 -3.14
O 0.67 2.60 -3.77
H -0.73 -1.84 2.40
H 0.73 -2.35 3.48
H -0.15 -3.66 2.44
H 0.77 -1.41 0.46
H 2.19 -1.70 1.66
H 0.11 -4.56 -0.27
H 0.25 -2.86 -1.08
H 1.38 -5.66 -1.90
H 2.90 -4.55 -1.47
H 4.54 -3.03 -2.61
H 5.47 -0.39 -2.37
H 4.90 2.21 -3.11
H 3.19 2.99 -3.20
H 2.18 2.18 -0.31
H -1.34 3.20 -1.37
H -3.38 2.51 0.90
H -4.27 -1.24 1.37
H -8.28 0.52 0.48
H -6.69 0.64 1.55
H -7.15 2.11 0.42
H -6.58 -1.18 -2.30
H -8.06 -0.04 -2.06
H -7.67 -1.48 -0.77
H -3.62 -2.76 -3.39
H -4.52 -2.87 -1.73
H -1.43 -3.87 -2.36
H -2.18 -3.76 -0.60
H -3.98 -5.53 -1.27
H -3.87 -5.08 -3.10
H -2.81 -7.42 -2.83
H -1.61 -6.86 -1.48
H -0.35 -5.66 -3.27
H -1.67 -5.66 -4.39
C -5.59 7.14 5.32
C -5.45 5.64 5.46
O -4.91 5.06 4.27
C -3.57 5.19 4.11
O -2.80 5.75 4.88
O -3.23 4.63 2.92
C -1.85 4.79 2.58
H -6.16 7.40 4.42
H -6.08 7.57 6.19
H -4.61 7.62 5.21
H -6.44 5.20 5.61
H -4.85 5.37 6.34
H -1.20 4.45 3.39
H -1.65 5.84 2.34
H -1.65 4.19 1.69
C 7.69 3.09 1.29
C 8.79 2.37 0.53
O 9.73 1.79 1.43
C 9.35 0.63 2.03
O 8.28 0.06 1.86
O 10.33 0.25 2.88
C 10.01 -0.91 3.65
H 8.12 3.82 1.98
H 7.02 3.61 0.59
H 7.09 2.39 1.88
H 9.33 3.08 -0.09
H 8.38 1.61 -0.15
H 9.68 -1.74 3.01
H 9.23 -0.66 4.38
H 10.90 -1.22 4.19